DFT (wB97M-V/def2-TZVPD) results for one molecule with the formula C6H6.

Each line ends with the natural charge from an NBO analysis.
Element x y z (Å)
C -3.6739 -0.2664 0.1574  -0.128
C -2.4623 0.0434 0.2897  -0.196
C 0.9786 1.3906 -0.3624  -0.298
C -1.3214 0.6014 0.0377  0.113
C 0.0665 0.4393 -0.0652  -0.154
C 0.5041 -0.9945 0.1466  -0.640
H -4.6738 -0.5125 0.4604  0.229
H 2.0129 1.1960 -0.5135  0.197
H 0.7233 2.5438 -0.3612  0.204
H 1.1561 -1.5019 -0.5119  0.225
H -0.5026 -1.5449 0.0863  0.220
H 0.8655 -1.3279 1.1507  0.227

E: -231.99315 a.u.
relative energy (zero: lowest compared OMol25 entry of this formula, charge and spin): 612.2 kJ/mol
orbital gap (alpha / beta): 0.24218 / 0.24446 Ha